{
  "formula": "C20H22CoN2O2",
  "method": "ωB97M-V/def2-TZVPD",
  "species": ["C", "C", "H", "H", "H", "H", "H", "H", "C", "C", "C", "C", "H", "H", "H", "H", "N", "C", "C", "N", "C", "C", "C", "H", "H", "C", "H", "H", "Co", "C", "H", "H", "H", "O", "C", "O", "C", "C", "C", "C", "C", "C", "H", "H", "H", "H", "H"],
  "xyz": [[-3.77, -0.29, 0.45], [-4.06, 1.00, -0.31], [-3.69, -1.15, -0.22], [-4.61, -0.49, 1.12], [-2.86, -0.21, 1.06], [-3.49, 1.06, -1.25], [-5.13, 1.10, -0.55], [-3.84, 1.87, 0.31], [0.49, -2.62, 0.11], [1.30, -3.74, -0.11], [2.37, -3.65, -1.00], [2.64, -2.42, -1.59], [-0.33, -2.65, 0.83], [1.09, -4.67, 0.43], [3.02, -4.52, -1.19], [3.55, -2.26, -2.15], [0.67, -1.45, -0.55], [1.75, -1.34, -1.38], [1.98, 0.02, -1.81], [1.14, 0.93, -1.22], [1.43, 2.24, -1.40], [3.24, 1.78, -2.91], [2.38, 2.70, -2.30], [0.85, 2.96, -0.86], [2.43, 3.77, -2.48], [3.08, 0.44, -2.58], [3.81, -0.31, -2.89], [4.01, 2.12, -3.60], [-0.32, 0.29, -0.04], [-1.25, 2.00, -0.29], [-1.66, 2.02, -1.32], [-0.62, 2.91, -0.18], [-2.07, 2.15, 0.45], [-0.60, 1.75, 2.89], [0.01, 0.67, 2.86], [0.04, -0.17, 1.85], [0.78, 0.24, 4.09], [1.76, -0.78, 4.08], [2.43, -1.14, 5.26], [2.13, -0.49, 6.48], [1.17, 0.52, 6.50], [0.52, 0.89, 5.31], [2.02, -1.26, 3.14], [3.18, -1.92, 5.24], [2.65, -0.78, 7.40], [0.91, 1.04, 7.43], [-0.20, 1.72, 5.31]],
  "spin_multiplicity": 4,
  "e_lumo_ev": [-1.06, -1.13],
  "energy_ha": -2418.0393,
  "e_above_lowest_kcal_mol": 0.0,
  "molar_mass_da": 381.3
}